# 1
The following is a DFT calculation (wB97M-V/def2-TZVPD) of 4 unconnected molecules or ions with the total composition C39H57ClF5N2O7S3.

Atoms and positions in Å:
1 H -1.6426 5.8430 -3.8673
2 H 0.0094 6.4354 -1.6572
3 C -8.3880 -0.2907 2.5286
4 H -1.5308 5.3160 -6.3406
5 H -2.0822 4.1886 -4.2487
6 C 2.9996 -1.0499 1.3950
7 H 0.8718 -1.6531 -0.2163
8 C -2.8014 -1.2469 1.0068
9 H -8.3142 -0.0330 3.5906
10 H 6.7843 -4.1573 4.2823
11 H 4.9319 3.0865 -1.6736
12 H -3.7331 -7.1864 -1.5523
13 H -9.7118 -1.3465 1.1839
14 C -0.7212 5.0391 -5.6600
15 N 5.1189 -1.9229 0.4101
16 H 6.8032 7.2805 1.0905
17 H -3.7954 -0.8247 3.1299
18 C -1.4540 -1.0689 -2.6958
19 C 1.6684 -3.7605 1.3768
20 O 4.0579 6.1631 -0.5501
21 C 6.4767 -3.5366 1.9486
22 C -4.3837 0.8516 1.5598
23 H -9.7710 1.6302 4.0216
24 C 2.9532 -2.3047 -1.0414
25 C 4.8933 6.4168 0.5714
26 H 3.6077 -4.5044 0.5634
27 H -3.2421 0.8550 -2.0582
28 H -10.5301 -0.6450 2.5786
29 H 4.9923 5.5161 1.1855
30 C 1.4837 -5.1523 2.2311
31 F 6.0568 -1.3900 -1.8065
32 C -9.4723 2.3916 3.2962
33 H -10.3397 1.3706 1.5886
34 H 0.5634 -5.7570 1.9079
35 H 4.3682 7.1549 1.1847
36 C -4.3378 -4.8378 -1.4169
37 H -0.1285 -4.2397 -1.5272
38 C 3.2487 -3.5724 1.1702
39 H 0.8830 -2.4399 -1.8846
40 C 6.2538 6.9780 0.1953
41 H 1.1841 -3.9543 0.3481
42 H 3.7903 3.5014 -0.3742
43 C 6.9214 -0.1957 0.2525
44 H 1.5156 4.5731 -2.4418
45 H -9.5443 -2.0950 2.7890
46 O 0.4650 -7.4017 4.5861
47 H -8.5022 2.7827 3.6135
48 H 1.5657 7.0079 -2.3020
49 H 2.4497 -5.8029 2.1881
50 O -0.2862 4.3658 -3.3372
51 H 6.1466 7.8426 -0.4651
52 H 1.0936 0.5082 -1.1095
53 H 3.5624 -1.8958 -1.9412
54 C -1.2722 -4.3359 -1.5108
55 C -3.7668 -3.3515 -1.3646
56 F 8.1725 -0.6299 -0.3008
57 S -2.6742 -1.2242 -3.8780
58 C 1.2974 -4.7971 3.8196
59 H 0.0477 5.8139 -5.7246
60 H 1.4613 5.2072 -4.0764
61 C -1.2457 4.8935 -4.2426
62 F 6.8638 1.2371 -0.0033
63 S 0.1153 -5.9397 4.6971
64 C 1.4082 -0.2630 -1.9234
65 H 2.3252 -4.7887 4.3689
66 C -9.3871 1.8167 1.8928
67 H 5.4582 5.5483 -1.9538
68 H 0.8735 -3.7237 3.9829
69 C -2.5930 -0.8104 -0.5096
70 H 6.8589 6.2363 -0.3328
71 H 5.5947 -4.0364 -0.1486
72 H -5.4745 -5.0297 -1.3545
73 N -1.7138 -1.6556 -1.3498
74 C -3.6723 -0.4660 2.0482
75 H -4.7994 2.2671 -0.2884
76 H 2.8584 -3.4480 -1.2693
77 C 1.4708 -1.7047 -1.1967
78 C -2.1974 -3.0581 -1.4179
79 H 5.5163 3.7883 -0.1629
80 O 0.0475 -5.4347 6.1418
81 H 3.7452 -3.6628 2.1994
82 H 1.1482 -2.9526 2.0009
83 C -1.8407 -5.8243 -1.5757
84 C 4.7015 3.8142 -0.8913
85 C 6.6316 -4.0654 3.1401
86 O 2.4763 0.1795 1.0061
87 H -5.0058 1.4664 2.2990
88 H -1.0874 -6.7050 -1.6425
89 C 4.5307 5.2009 -1.4855
90 H -10.2101 3.1971 3.3352
91 C 0.6257 6.5117 -2.5565
92 H -7.4936 -0.8728 2.2883
93 H -2.2794 -2.2109 1.3880
94 H -4.5537 -2.5043 -1.2942
95 H 7.0148 -2.8998 -0.0798
96 O 3.0285 -1.2697 2.6853
97 C 3.6519 -2.1775 0.3918
98 C -3.3935 -6.0907 -1.5280
99 C 0.8930 5.1365 -3.1429
100 F 6.8527 -0.3686 1.6878
101 C -4.2398 1.3102 0.0530
102 H 0.0920 7.1507 -3.2656
103 C -3.3522 0.4840 -0.9784
104 O -8.3276 0.8838 1.7285
105 F 4.7488 0.1914 -0.7974
106 H -9.1886 2.6331 1.1924
107 S 0.0872 -0.2175 -3.2336
108 H -0.2729 4.1035 -6.0048
109 H 3.7812 5.1523 -2.2811
110 C -9.6130 -1.1444 2.2538
111 C 5.6180 -0.8968 -0.4896
112 C 5.9933 -3.1167 0.4452
113 H 2.4479 0.1099 -2.2941
114 Cl -1.7915 -5.4896 3.8969

Computed properties:
LUMO energy (eV): 1.3
Kohn-Sham gap (eV): 6.2
Total charge: -1

# 2
The following is a DFT calculation (wB97M-V/def2-TZVPD) of a molecular structure, C39H57GaIN16O.

Atoms and positions in Å:
1 O -2.0528 0.5735 3.8639
2 H 3.5663 9.1746 -9.1950
3 C 1.2678 -6.8501 4.4551
4 C 2.1277 5.0243 6.5287
5 H 7.8211 2.3901 0.2808
6 H -4.8911 0.5351 2.4979
7 H 6.1118 7.5909 -14.6909
8 H -3.5232 -9.5161 6.9353
9 H 0.5658 -1.8461 2.0819
10 H 4.7081 4.0399 -2.2833
11 H 5.8863 6.7091 -13.1606
12 H 0.2423 -2.7355 -2.7619
13 C 6.2002 7.6584 -13.6031
14 C 0.5503 -8.1900 4.4717
15 C -4.6138 -9.5054 7.0151
16 C 3.1022 4.9398 5.3652
17 N 4.9286 7.0617 -9.5536
18 C 2.9714 3.2999 1.0649
19 N -4.3014 -5.7289 1.4809
20 N -6.3951 2.5323 2.0064
21 N -3.1031 -15.8276 2.3110
22 H -5.2370 3.5094 4.9572
23 C 6.1470 4.9309 -3.6155
24 H -3.8459 3.5865 3.8485
25 H -1.5290 -11.7296 2.4246
26 N -3.4740 -11.5990 5.1084
27 N 6.9555 4.8609 -4.5807
28 H 6.1680 1.9060 0.7310
29 H 2.5254 3.6889 3.1359
30 H -0.7363 1.9250 1.5303
31 H 5.7114 5.4683 -6.7516
32 H -1.0764 1.6670 -0.9607
33 H 7.0816 5.1952 -7.8555
34 H 5.7011 5.3199 -1.5445
35 H 2.6562 5.3288 7.4362
36 N -0.0448 -9.3017 4.4855
37 C 5.4104 6.2202 -8.7475
38 C -4.8860 -15.6732 4.4398
39 C -2.8738 -0.3217 1.5591
40 N 8.1732 -0.2618 2.2419
41 H 4.9256 10.3103 -9.3760
42 H 1.6685 -6.6543 3.4567
43 C -0.8654 13.9408 -8.8910
44 H -2.3003 -13.3306 2.5341
45 Ga -5.5416 -1.3477 0.6742
46 H -3.1889 -11.9611 1.8235
47 C -4.2339 -2.9588 5.4919
48 H -7.0618 -0.8566 0.6725
49 C -5.1944 -8.4910 6.0433
50 C -3.4200 -2.2504 6.5624
51 C 5.1726 5.0154 -2.4520
52 H -2.3600 -2.4923 6.4459
53 H 1.5324 2.4089 2.3970
54 H -4.4002 -1.2747 3.1191
55 N 3.7798 3.2300 0.0996
56 H -1.1794 12.9915 -8.4485
57 I -5.3044 -4.0044 0.6634
58 H 1.3468 5.7572 6.3084
59 N -5.6762 -7.6496 5.2371
60 N -2.4641 16.0064 -7.9364
61 H -2.5562 -1.4277 1.2671
62 C -2.4736 -12.2528 2.5973
63 H -3.7511 -2.5693 7.5545
64 H 3.7919 10.0564 -10.7252
65 C -0.6492 0.5830 -0.8477
66 N 2.2816 12.1896 -8.6829
67 C -3.8196 -6.5704 2.2871
68 C 5.9910 5.2059 -7.7756
69 C 7.7227 0.7980 1.7281
70 C 0.4884 -2.4261 -0.3168
71 H -3.6226 -8.5826 3.0296
72 H -4.8043 -0.8842 -0.7038
73 H -5.0359 4.9105 3.8771
74 H -4.9974 -10.5033 6.7858
75 H -0.9538 13.8733 -9.9788
76 N -4.9092 -3.5465 4.6037
77 H -3.0571 0.3618 0.5975
78 N 4.6015 9.7241 -12.6485
79 H 5.6074 4.2080 -8.0050
80 C -5.7198 3.1199 2.8946
81 H 1.6632 4.0488 6.6974
82 H -0.7494 -0.0480 -3.1846
83 C 1.9970 3.3844 2.2284
84 H -5.6669 -14.9402 4.2195
85 H 2.0916 -6.8594 5.1740
86 H 7.2455 7.8448 -13.3417
87 C -1.8139 0.4442 2.5479
88 H -5.3505 -16.6486 4.6084
89 H 4.3917 5.7483 -2.6723
90 C -3.0203 -11.8954 3.9698
91 N -0.5001 0.9780 1.9395
92 C 0.2982 -1.4377 1.0163
93 C -4.3986 -0.4927 2.2270
94 H 0.5709 -6.0508 4.7221
95 C -0.2841 0.0854 0.6998
96 H 1.2160 4.1173 2.0081
97 H -3.5501 -1.1682 6.4744
98 C 7.1800 2.0756 1.1089
99 H -4.8934 -9.2430 8.0391
100 H 0.1799 14.1272 -8.6296
101 H -2.1484 -7.5954 3.1791
102 N 3.9106 4.8698 4.4000
103 C -4.9058 3.8284 3.9650
104 C -0.4409 -0.4503 -2.1269
105 C 3.8803 10.1239 -9.6374
106 H -3.5186 -7.3223 4.2829
107 H -4.3575 -15.3687 5.3473
108 C 3.0066 11.2530 -9.1157
109 H 7.1515 2.8707 1.8590
110 C 0.1223 -1.9842 -1.8566
111 C -3.9115 -15.7577 3.2763
112 H 0.8911 -3.5161 -0.1502
113 C -3.2390 -7.5847 3.2589
114 C 5.3265 8.7875 -13.0813
115 C -1.7391 15.0698 -8.3692

Computed properties:
LUMO energy (eV): 1.3
Kohn-Sham gap (eV): 3.9
Total charge: -1